<i>
Below is one molecule with the formula CH3FN2O, with properties calculated with the ωB97M-V functional and the def2-TZVPD basis.

Computed properties:
structure (SMILES): [H]/N=N/[C@H](O)F
net charge: 0
Kohn-Sham gap: 0.3537 Eh
molecular weight: 78.05 g mol⁻¹
HOMO energy: -0.350 Eh

Geometry (Å):
H  -2.526  0.825  0.443
N  -1.565  0.844  -0.010
N  -0.878  -0.167  0.252
C  0.467  -0.203  -0.264
O  1.104  -1.312  0.142
F  1.125  0.995  0.029
H  0.411  0.012  -1.276
H  1.863  -0.994  0.683

Here are the natural (NBO) charges for atoms 1 to 5, given in e: 0.33 -0.29 -0.17 0.54 -0.68

<ii>
Below is one molecule with the formula CH3FN2O, with properties calculated with the ωB97M-V functional and the def2-TZVPD basis.

Computed properties:
structure (SMILES): NC(=O)NF
net charge: 0
Kohn-Sham gap: 0.3969 Eh
molecular weight: 78.05 g mol⁻¹
HOMO energy: -0.375 Eh

Geometry (Å):
N  0.340  -0.325  -0.616
C  -0.666  0.570  -0.711
O  -1.041  1.060  -1.732
N  -1.430  0.747  0.507
F  -2.731  1.304  0.269
H  0.485  -0.808  0.261
H  1.112  -0.232  -1.241
H  -1.045  1.289  1.416

Here are the natural (NBO) charges for atoms 1 to 5, given in e: -0.83 0.73 -0.57 -0.30 -0.23

<iii>
Below is a 4-piece molecular cluster, CH3FN2O overall, with properties calculated with the ωB97M-V functional and the def2-TZVPD basis.

Computed properties:
net charge: 0
Kohn-Sham gap (alpha / beta): 0.2983 / 0.2905 Eh
molecular weight: 78.05 g mol⁻¹
HOMO energy (alpha / beta): -0.408 / -0.405 Eh

Geometry (Å):
C  -0.235  0.182  -0.435
N  -1.327  -0.292  0.032
N  0.652  0.837  -0.999
O  -2.655  0.367  -1.211
F  0.127  2.623  -2.544
H  -1.403  -1.056  0.748
H  -2.245  -1.081  -0.906
H  -0.306  1.880  -1.865

Here are the natural (NBO) charges for atoms 1 to 5, given in e: 0.42 -0.65 -0.36 -0.36 -0.59

Least stable structure: <iii>

<i>
Below is one molecule with the formula C3H3NOS, with properties calculated with the ωB97M-V functional and the def2-TZVPD basis.

Computed properties:
structure (SMILES): C#CC(=O)NS
net charge: 0
Kohn-Sham gap: 0.3699 Eh
molecular weight: 101.13 g mol⁻¹
HOMO energy: -0.350 Eh

Geometry (Å):
C  0.604  0.902  -2.301
C  0.469  0.776  -1.118
C  -0.093  0.690  0.325
O  -0.566  1.553  1.010
N  -0.088  -0.671  0.659
S  -1.072  -1.209  1.944
H  0.727  1.202  -3.291
H  0.246  -1.260  -0.021
H  -0.227  -1.982  2.792

Here are the natural (NBO) charges for atoms 1 to 5, given in e: -0.16 -0.14 0.64 -0.53 -0.76

<ii>
Below is C3H3NOS as an isolated structure, with properties calculated with the ωB97M-V functional and the def2-TZVPD basis.

Computed properties:
net charge: 0
Kohn-Sham gap: 0.2803 Eh
molecular weight: 101.13 g mol⁻¹
HOMO energy: -0.341 Eh

Geometry (Å):
C  -4.411  0.522  -0.111
C  -2.410  -1.342  -0.079
C  -0.142  0.014  -0.079
N  -5.305  1.238  -0.087
O  -2.838  -2.416  -0.051
S  -2.033  0.221  -0.113
H  0.175  -0.703  -0.826
H  0.164  -0.294  0.912
H  0.255  0.996  -0.304

Here are the natural (NBO) charges for atoms 1 to 5, given in e: -0.19 0.57 -0.80 -0.52 -0.33

<iii>
Below is one molecule with the formula C3H3NOS, with properties calculated with the ωB97M-V functional and the def2-TZVPD basis.

Computed properties:
structure (SMILES): S=c1cco[nH]1
net charge: 0
Kohn-Sham gap: 0.3152 Eh
molecular weight: 101.13 g mol⁻¹
HOMO energy: -0.303 Eh

Geometry (Å):
S  2.283  -0.024  -1.250
C  0.855  -0.033  -0.416
C  -0.026  1.024  -0.113
C  -1.023  0.444  0.507
O  -0.840  -0.834  0.738
N  0.379  -1.118  0.328
H  -0.026  1.938  -0.461
H  -2.068  0.734  0.611
H  0.465  -2.131  0.057

Here are the natural (NBO) charges for atoms 1 to 5, given in e: -0.18 0.03 -0.36 0.18 -0.27

Least stable structure: <ii>

<i>
Below is one molecule with the formula C3H3NOS, with properties calculated with the ωB97M-V functional and the def2-TZVPD basis.

Computed properties:
structure (SMILES): S=c1[nH]cco1
net charge: 0
Kohn-Sham gap: 0.3277 Eh
molecular weight: 101.13 g mol⁻¹
HOMO energy: -0.304 Eh

Geometry (Å):
S  -2.836  -0.223  -0.012
C  -1.181  -0.217  -0.007
N  -0.326  0.891  0.051
C  0.977  0.415  -0.052
C  0.946  -0.889  0.003
O  -0.373  -1.290  0.033
H  -0.699  1.869  0.049
H  1.812  1.102  -0.034
H  1.680  -1.659  -0.031

Here are the natural (NBO) charges for atoms 1 to 5, given in e: -0.20 0.35 -0.58 -0.09 0.04

<ii>
Below is one molecule with the formula C3H3NOS, with properties calculated with the ωB97M-V functional and the def2-TZVPD basis.

Computed properties:
structure (SMILES): S=c1[nH]cco1
net charge: 0
Kohn-Sham gap: 0.3197 Eh
molecular weight: 101.13 g mol⁻¹
HOMO energy: -0.304 Eh

Geometry (Å):
S  -2.779  -0.194  -0.112
C  -1.089  -0.301  0.038
N  -0.292  0.848  -0.058
C  1.082  0.429  -0.094
C  0.932  -0.857  -0.247
O  -0.344  -1.339  0.109
H  -0.803  1.810  0.398
H  1.697  1.274  0.001
H  1.594  -1.668  -0.035

Here are the natural (NBO) charges for atoms 1 to 5, given in e: -0.26 0.39 -0.61 -0.08 0.03

Least stable structure: <ii>

<i>
Below is one molecule with the formula C3H8FNO, with properties calculated with the ωB97M-V functional and the def2-TZVPD basis.

Computed properties:
structure (SMILES): N[C@@H](CO)CF
net charge: 0
Kohn-Sham gap: 0.3804 Eh
molecular weight: 93.10 g mol⁻¹
HOMO energy: -0.347 Eh

Geometry (Å):
N  0.271  0.051  -1.435
C  -0.460  -0.094  -0.209
C  0.341  -0.730  0.890
O  0.644  -2.065  0.677
C  -0.832  1.268  0.199
F  0.380  2.076  0.188
H  0.816  -0.728  -1.691
H  0.768  0.907  -1.427
H  -1.260  -0.731  -0.515
H  -0.132  -0.571  1.909
H  1.322  -0.150  0.928
H  0.901  -2.218  -0.225
H  -1.267  1.349  1.251
H  -1.492  1.637  -0.541

Here are the natural (NBO) charges for atoms 1 to 5, given in e: -0.84 -0.15 -0.06 -0.71 0.05

<ii>
Below is a 2-piece molecular cluster, C3H8FNO overall, with properties calculated with the ωB97M-V functional and the def2-TZVPD basis.

Computed properties:
net charge: 0
Kohn-Sham gap (alpha / beta): 0.2531 / 0.3904 Eh
molecular weight: 93.10 g mol⁻¹
HOMO energy (alpha / beta): -0.278 / -0.372 Eh

Geometry (Å):
C  -0.708  -0.748  -1.181
C  -0.494  0.065  1.273
C  -0.859  0.337  -0.220
N  1.711  0.793  -0.679
O  0.099  -1.110  1.533
F  2.096  0.485  0.633
H  -1.704  -0.808  -1.655
H  -0.466  -1.745  -0.795
H  -0.124  -0.444  -2.041
H  0.263  0.876  1.318
H  -1.368  0.282  1.977
H  -0.970  1.369  -0.464
H  1.628  1.849  -0.721
H  0.896  -1.200  1.022

Here are the natural (NBO) charges for atoms 1 to 5, given in e: -0.71 -0.12 -0.03 -0.20 -0.70

Least stable structure: <ii>